Density functional theory data (the ωB97M-V functional and the def2-TZVPD basis) for an isolated ion of composition C5H6N3S and charge +1 at a distorted geometry.

charge = +1
structure (SMILES) = [NH2+]=CNC1=NC=CC1=S

Structure (XYZ):
```
15
C5H6N3S, DFT the ωB97M-V functional and the def2-TZVPD basis
N 2.9000 -1.3043 0.2832
C 1.7666 -0.6334 -0.0202
N 0.5117 -0.9357 0.2951
C -0.8255 -0.3001 0.0589
N -1.8174 -1.1233 0.0240
C -2.9636 -0.2871 0.0406
C -2.6898 1.0181 0.0879
C -1.2724 1.1654 -0.0121
S -0.4300 2.5689 -0.0729
H 2.9446 -2.2607 0.7776
H 3.7996 -1.2137 -0.0270
H 1.8968 0.2584 -0.6728
H 0.2470 -1.8251 0.8496
H -3.8887 -0.8979 0.0449
H -3.4041 1.7551 0.2085
```

Density functional theory data (the ωB97M-V functional and the def2-TZVPD basis) for one molecule with the formula C5H6N4 at a distorted geometry.

Structure (XYZ):
```
15
C5H6N4, DFT the ωB97M-V functional and the def2-TZVPD basis
N 0.6782 -0.9903 2.6112
N -0.8280 0.9659 -1.3671
N 0.0729 0.1307 -1.9267
N 0.4250 -0.5336 1.5038
C -0.8222 0.9125 -0.0512
C 0.6771 -0.4830 -0.9304
C 0.1544 -0.0537 0.3197
C -1.7718 1.6288 0.8738
C 1.6815 -1.5535 -1.0624
H -2.5900 2.0727 0.2740
H -1.2602 2.4633 1.3647
H -2.1670 0.9307 1.6464
H 2.5341 -1.2868 -0.4381
H 1.2323 -2.4738 -0.7140
H 1.9837 -1.7300 -2.1037
```

The following HOMO energy values (in eV) correspond, in order, to the records above: -13.14, -9.26.
The following gap between HOMO and LUMO values (in eV) correspond, in order, to the records above: 7.2250, 8.2914.
The following relative energy (zero: lowest compared OMol25 entry of this formula, charge and spin) values (in kcal/mol) correspond, in order, to the records above: 35.53, 48.89.